Density functional theory data (the ωB97M-V functional and the def2-TZVPD basis) for a structure of composition C5H11NO in a non-equilibrium geometry.

## Properties
LUMO energy: 0.9 eV
relative energy (zero: lowest compared OMol25 entry of this formula, charge and spin): 487.4 kJ/mol

Each line ends with the Löwdin charge.
Atoms and positions in Å:
C 2.06281 -0.87442 0.64067  -0.088
C -0.50038 -1.51643 -0.59183  -0.041
C -1.72982 0.59564 0.53256  -0.001
C -0.51611 1.01807 -0.94886  -0.199
C -0.12443 -0.10563 -0.26304  -0.432
N 0.05178 2.24059 -0.76810  0.033
O 1.22847 0.16732 0.13764  -0.138
H -0.24338 3.03115 -1.31296  0.076
H 0.65155 2.55118 -0.01282  0.091
H 1.54867 -1.43196 1.42954  0.088
H 2.35651 -1.56408 -0.15583  0.084
H 2.95034 -0.40928 1.06477  0.086
H 0.26567 -1.97263 -1.22279  0.089
H -1.42157 -1.52224 -1.16756  0.089
H -0.59322 -2.13413 0.30582  0.089
H -1.33447 0.39920 1.53588  0.068
H -2.11470 1.60921 0.51722  0.054
H -2.53773 -0.08157 0.27969  0.053

Atoms 1-2, force components in eV/Å:
-0.56 -0.07 0.12
0.17 -0.11 0.11

---

Density functional theory data (the ωB97M-V functional and the def2-TZVPD basis) for a cluster of 2 separate species, C3H3F2NO in total in a non-equilibrium geometry.

## Properties
LUMO energy: 0.4 eV
relative energy (zero: lowest compared OMol25 entry of this formula, charge and spin): 322.3 kJ/mol

Each line ends with the Löwdin charge.
Atoms and positions in Å:
C -0.07015 -1.04319 -1.59715  -0.210
C -0.01416 0.00289 -0.70684  -0.096
C -0.09288 0.95317 1.62907  -0.334
H -0.36421 0.98111 -0.90341  0.107
H 1.49659 -0.28168 1.03401  0.234
H -1.58623 1.13872 1.56835  0.232
N 0.53280 0.17075 0.56419  -0.033
O 0.59543 1.09105 2.60550  0.001
F 0.49001 -2.27122 -1.52111  0.103
F -0.98721 -0.74158 -2.67263  -0.003

Atoms 1-2, force components in eV/Å:
-1.68 2.73 0.67
0.75 -2.01 -0.49

---

Density functional theory data (the ωB97M-V functional and the def2-TZVPD basis) for a cluster of 2 separate species, CH3O4Si in total in a non-equilibrium geometry.

## Properties
charge: -1
LUMO energy: 4.0 eV
relative energy (zero: lowest compared OMol25 entry of this formula, charge and spin): 146.2 kJ/mol

Each line ends with the Löwdin charge.
Atoms and positions in Å:
C 2.98567 0.39312 -0.08073  -0.694
O 2.92346 -0.28539 1.04587  -0.127
O 3.61584 1.38546 -0.37962  -0.032
O 0.22199 -0.76034 -0.02562  -0.421
O -2.09783 0.96323 0.19641  -0.111
Si 1.72485 -0.92303 -0.28289  0.433
H -1.57506 1.69143 0.54011  0.013
H -1.43562 0.25143 0.07309  -0.022
H 2.38099 -2.18313 -0.62682  -0.041

Atoms 1-2, force components in eV/Å:
0.07 0.76 -1.03
-0.36 -0.49 -0.14

---

Density functional theory data (the ωB97M-V functional and the def2-TZVPD basis) for a cluster of 2 separate species, C3H8OS2 in total.

## Properties
LUMO energy: 0.5 eV
relative energy (zero: lowest compared OMol25 entry of this formula, charge and spin): 68.0 kJ/mol
structure (SMILES): CC=O.CSS

Each line ends with the Löwdin charge.
Atoms and positions in Å:
C -2.34471 1.02277 -2.05514  -0.506
S -0.68916 1.18365 -1.34229  0.376
S -1.09064 0.30599 0.52584  0.300
H -2.88525 0.22088 -1.56211  0.012
H -2.89016 1.96325 -2.01543  0.027
H -2.22691 0.73386 -3.10394  0.028
H 0.05820 0.77451 1.02488  -0.214
O 2.37011 -0.42950 0.65735  0.012
C 2.22232 -1.22377 1.55079  -0.343
C 1.80153 -2.63082 1.32753  -0.057
H 2.41405 -0.87687 2.58637  0.119
H 0.92425 -2.86376 1.93136  0.080
H 1.59177 -2.77051 0.27181  0.084
H 2.56821 -3.35157 1.61883  0.082

Atoms 1-2, force components in eV/Å:
0.10 0.03 -0.40
-0.04 -0.23 0.03

---

Density functional theory data (the ωB97M-V functional and the def2-TZVPD basis) for a cluster of 11 separate species, C5H36N3O10 in total in a non-equilibrium geometry.

## Properties
charge: +1
LUMO energy: -2.6 eV
relative energy (zero: lowest compared OMol25 entry of this formula, charge and spin): 231.2 kJ/mol

Each line ends with the Löwdin charge.
Atoms and positions in Å:
C 1.41774 -0.95227 -1.64040  -0.230
N 0.23486 -1.58137 -1.10714  -0.068
C 0.15620 -3.04952 -1.30840  -0.200
C -1.14932 -3.59042 -0.73892  -0.165
C -1.20352 -3.33659 0.78366  -0.285
N -2.04249 -2.20299 1.24226  0.005
C 1.48333 0.48733 -1.12886  -0.112
N 0.24795 1.16094 -1.70038  0.177
H 1.35904 -0.94288 -2.73788  0.126
H 2.43273 -1.37636 -1.53256  0.129
H 0.16848 -1.38896 -0.11304  0.070
H 1.03352 -3.48422 -0.82535  0.124
H 0.14255 -3.19317 -2.39190  0.120
H -2.05340 -3.12012 -1.11780  0.103
H -1.23098 -4.65685 -0.94933  0.111
H -1.52039 -4.20585 1.37532  0.113
H -0.21568 -3.17474 1.21145  0.068
H -2.95174 -2.22958 0.80501  0.059
H -1.56406 -1.38099 0.89363  0.036
H 1.42337 0.61457 -0.05218  0.109
H 2.36967 1.00003 -1.47347  0.106
H 0.43110 1.75246 -2.51824  0.133
H -0.18232 1.87003 -1.09291  0.110
H -0.44154 0.44846 -1.97005  0.119
H -3.02190 0.77077 -1.58624  0.042
H -3.43818 0.21491 -2.95808  0.052
O -2.82382 0.80644 -2.53489  -0.042
H 2.04325 1.02503 2.44354  0.007
H 3.37683 0.42182 2.03302  0.008
O 2.90846 1.26366 2.09571  -0.055
H -0.12335 1.23612 3.60862  0.032
H -0.27488 0.78331 5.02682  0.057
O 0.13137 0.52412 4.20551  -0.033
H 4.08035 -2.15509 1.52187  0.051
H 2.71041 -1.78267 2.10776  0.012
O 3.45680 -1.43779 1.60278  -0.055
H 3.39986 3.21030 0.60844  0.036
H 3.86909 2.59268 -0.70235  0.048
O 3.09106 2.99092 -0.28495  -0.075
H -5.11555 0.37908 -1.77027  0.034
H -5.61990 -0.08198 -0.47031  0.070
O -4.88355 0.43229 -0.84205  -0.052
H -0.93681 2.51533 -4.56464  0.061
H -1.82785 2.19253 -3.29318  -0.012
O -1.11089 2.72597 -3.63928  -0.056
H -1.60137 4.09407 0.02900  0.057
H -0.33444 4.35698 -0.91001  0.062
O -0.95496 3.70574 -0.56788  -0.043
H 1.66062 3.34503 2.55577  0.017
H 0.32546 3.82804 3.09099  0.047
O 1.16136 3.42336 3.37763  -0.044
H 0.45673 -0.93439 2.90075  0.018
H 0.24532 -2.30172 2.69878  0.064
O 0.80538 -1.61172 2.30463  -0.066

Atoms 1-2, force components in eV/Å:
0.92 0.66 -0.35
-0.15 -0.37 0.15